[1]
The ion C4H5N2O3S with charge +1 at a distorted geometry. Source: OMol25; level of theory: wB97M-V/def2-TZVPD.

energy above the lowest of the compared OMol25 structures with the same formula, charge and spin = 31.89 kcal per mole
orbital gap = 9.000 eV
net charge = +1
E_LUMO = -4.644 eV

Last column: Löwdin charge in e.
Positions of all 15 atoms, in Å:
C: -1.49 -1.11 -0.19  -0.100
C: 0.47 -0.58 0.75  -0.206
C: 0.26 1.61 -0.49  -0.048
C: -0.36 0.61 0.67  -0.246
N: -1.62 0.12 0.26  0.133
N: -0.32 -1.56 -0.16  0.165
O: 1.28 1.33 -1.06  0.055
O: 2.57 -1.22 -0.72  -0.188
O: 2.74 0.61 0.89  -0.186
S: 1.99 -0.25 0.10  0.769
H: -2.43 -1.56 -0.65  0.209
H: -0.41 2.51 -0.88  0.199
H: -0.37 1.17 1.50  0.124
H: -2.38 0.74 0.32  0.170
H: 0.07 -2.43 -0.34  0.151

[2]
A cluster of 2 separate species, C3H9NOP in total at a distorted geometry. Source: OMol25; level of theory: wB97M-V/def2-TZVPD.

energy above the lowest of the compared OMol25 structures with the same formula, charge and spin = 50.60 kcal per mole
orbital gap = 7.139 eV
net charge = +1
E_LUMO = -6.286 eV

Last column: Löwdin charge in e.
Positions of all 15 atoms, in Å:
C: -0.62 -2.14 -0.32  0.141
C: -0.60 -1.16 0.65  -0.194
C: 0.21 -0.04 0.86  -0.233
N: -1.08 1.81 -0.29  0.084
O: 2.73 -0.57 -0.33  -0.285
P: 1.74 0.53 0.16  0.894
H: -1.46 -2.92 -0.30  0.116
H: 0.04 -2.25 -1.20  0.088
H: -1.31 -1.20 1.51  0.130
H: 0.01 0.44 1.69  0.022
H: -0.41 2.49 -0.50  0.018
H: -1.77 2.32 0.25  0.063
H: -1.44 1.50 -1.15  0.045
H: 2.69 -0.95 -1.20  0.075
H: 2.40 0.88 1.39  0.035

[3]
A structure of composition C23H21N5O2RhS4 at a distorted geometry. Source: OMol25; level of theory: wB97M-V/def2-TZVPD.

2S+1 = 5
orbital gap (spin up / spin down) = 7.616 / 4.886 eV
⟨S²⟩ = 6.047
net charge = +1
E_LUMO (spin up / spin down) = -2.254 / -5.672 eV

Last column: Löwdin charge in e.
Positions of all 56 atoms, in Å:
Rh: 1.16 -0.02 -1.24  0.866
C: -0.28 -4.16 -2.56  -0.045
C: -1.43 -3.85 -3.27  -0.039
C: -1.81 -2.52 -3.39  0.005
C: -1.03 -1.53 -2.81  -0.207
N: 0.07 -1.86 -2.11  0.027
C: 0.43 -3.13 -1.98  -0.140
C: -1.32 -0.08 -2.91  -0.191
C: -2.37 0.43 -3.66  -0.028
C: -2.58 1.79 -3.75  -0.072
C: -1.72 2.67 -3.09  -0.074
C: -0.66 2.17 -2.35  -0.131
C: -0.46 0.80 -2.25  -0.190
H: 0.05 -5.19 -2.45  0.111
H: -2.03 -4.63 -3.72  0.117
H: -2.71 -2.27 -3.92  0.109
H: 1.31 -3.33 -1.38  0.057
H: -3.04 -0.24 -4.20  0.105
H: -3.40 2.18 -4.34  0.108
H: -1.87 3.74 -3.17  0.109
H: 0.03 2.86 -1.86  0.093
S: 2.97 -0.04 -2.58  0.681
C: 3.38 -0.51 -0.94  -1.130
N: 4.09 0.31 -0.13  -0.055
C: 4.60 -0.28 1.12  -0.203
C: 4.82 -1.76 0.82  -0.386
S: 3.65 -2.18 -0.51  0.940
H: 3.85 1.29 -0.13  0.128
H: 3.88 -0.14 1.92  0.099
H: 5.53 0.21 1.39  0.131
H: 4.61 -2.38 1.69  0.082
H: 5.83 -1.97 0.47  0.083
N: -4.03 3.53 3.48  0.138
C: -2.84 3.08 2.98  -0.295
C: -1.75 2.87 3.84  -0.011
C: -0.56 2.39 3.35  -0.058
C: -0.43 2.15 1.98  -0.316
C: -1.51 2.35 1.11  -0.037
C: -2.70 2.82 1.61  -0.005
S: 1.02 1.44 1.38  0.614
O: 1.51 2.08 0.17  -0.336
O: 1.95 1.26 2.46  -0.319
N: 0.52 -0.04 0.77  -0.167
C: 0.38 -1.14 1.54  -0.655
S: 0.51 -1.18 3.31  1.108
C: 0.10 -2.82 3.26  -0.360
C: -0.09 -3.24 1.97  -0.205
N: 0.06 -2.31 1.02  0.072
H: -4.11 3.80 4.44  0.108
H: -4.79 3.76 2.86  0.108
H: -1.85 3.08 4.90  0.120
H: 0.29 2.23 4.00  0.117
H: -1.40 2.15 0.05  0.094
H: -3.54 2.99 0.94  0.121
H: 0.02 -3.40 4.17  0.080
H: -0.35 -4.26 1.68  0.120

[4]
A structure of composition C25H29BiBr3N5O3S. Source: OMol25; level of theory: wB97M-V/def2-TZVPD.

energy above the lowest of the compared OMol25 structures with the same formula, charge and spin = 0.00 kcal per mole
orbital gap = 7.462 eV
net charge = +2
E_LUMO = -5.780 eV

Last column: Löwdin charge in e.
Positions of all 67 atoms, in Å:
Bi: 0.21 -0.38 -0.32  1.951
C: 3.40 -0.66 1.42  -0.178
C: 2.60 0.56 1.86  -0.167
N: 1.83 1.18 0.76  -0.173
C: 2.63 2.01 -0.19  -0.228
C: 3.44 1.25 -1.24  -0.397
S: 2.62 -0.18 -2.01  0.911
C: 3.67 -1.57 -1.49  -0.412
C: 3.15 -2.41 -0.32  -0.256
N: 2.52 -1.61 0.73  -0.157
H: 3.89 -1.10 2.29  0.139
H: 4.19 -0.36 0.74  0.102
H: 3.27 1.29 2.32  0.136
H: 1.88 0.26 2.63  0.114
H: 1.20 1.84 1.20  0.088
H: 3.32 2.64 0.38  0.137
H: 1.92 2.66 -0.69  0.110
H: 4.39 0.90 -0.85  0.074
H: 3.67 1.95 -2.04  0.093
H: 4.66 -1.16 -1.29  0.083
H: 3.77 -2.21 -2.36  0.088
H: 3.99 -3.01 0.06  0.134
H: 2.40 -3.12 -0.68  0.115
H: 2.11 -2.24 1.41  0.093
Br: 0.38 -4.98 5.33  0.870
C: 0.01 -3.95 3.81  -0.671
C: 0.11 -4.50 2.54  -0.074
C: -0.15 -3.68 1.46  -0.135
N: -0.51 -2.40 1.57  0.012
C: -0.64 -1.89 2.80  -0.230
C: -0.38 -2.63 3.95  -0.043
C: -1.12 -0.48 2.88  -0.203
C: -1.96 -0.10 3.91  -0.034
C: -2.43 1.21 3.95  -0.663
Br: -3.57 1.76 5.32  0.878
C: -2.06 2.09 2.95  -0.065
C: -1.22 1.62 1.96  -0.121
N: -0.74 0.37 1.92  -0.019
H: 0.40 -5.53 2.40  0.119
H: -0.08 -4.08 0.45  0.122
H: -0.47 -2.18 4.93  0.119
H: -2.28 -0.81 4.66  0.121
H: -2.42 3.11 2.93  0.122
H: -0.95 2.28 1.13  0.117
Br: -1.51 6.19 -3.69  0.789
C: -1.47 4.35 -4.09  -0.675
C: -1.88 3.91 -5.34  -0.091
C: -1.85 2.55 -5.64  -0.041
C: -1.42 1.64 -4.69  -0.001
C: -1.01 2.09 -3.44  -0.142
C: -1.03 3.45 -3.14  -0.064
C: -0.56 1.12 -2.43  -0.608
O: -0.60 -0.11 -2.61  -0.122
O: -0.09 1.57 -1.30  -0.239
H: -2.22 4.62 -6.08  0.114
H: -2.17 2.21 -6.62  0.119
H: -1.39 0.58 -4.91  0.123
H: -0.71 3.80 -2.16  0.108
C: -3.25 -2.10 -0.95  0.027
C: -3.28 -0.65 -0.61  -0.522
N: -4.46 -0.03 -0.64  0.217
O: -2.25 0.00 -0.34  -0.139
H: -4.21 -2.59 -0.83  0.094
H: -2.50 -2.60 -0.34  0.066
H: -2.95 -2.19 -2.00  0.107
H: -5.31 -0.53 -0.86  0.127
H: -4.51 0.96 -0.48  0.132

[5]
A structure of composition C4H6N4 at a distorted geometry. Source: OMol25; level of theory: wB97M-V/def2-TZVPD.

energy above the lowest of the compared OMol25 structures with the same formula, charge and spin = 113.95 kcal per mole
orbital gap = 9.079 eV
net charge = 0
E_LUMO = 0.646 eV

Last column: Löwdin charge in e.
Positions of all 14 atoms, in Å:
C: -2.41 -0.69 0.28  -0.129
C: -0.92 1.38 -0.16  -0.049
C: 0.54 0.88 0.14  -0.135
C: 0.06 -0.39 -0.10  -0.355
H: -2.14 -0.81 1.46  0.119
H: -2.88 -1.65 -0.14  0.090
H: -3.27 0.15 0.23  0.111
H: -1.14 2.15 -0.98  0.133
H: -1.40 1.78 0.72  0.086
H: 2.51 1.36 0.39  0.146
N: -1.32 -0.07 -0.40  -0.146
N: 1.84 0.66 0.19  0.047
N: 2.07 -0.66 0.01  -0.021
N: 0.95 -1.36 -0.18  0.104

[6]
An isolated molecule of CH4N2S2. Source: OMol25; level of theory: wB97M-V/def2-TZVPD.

energy above the lowest of the compared OMol25 structures with the same formula, charge and spin = 0.00 kcal per mole
orbital gap = 8.899 eV
net charge = 0
structure (SMILES) = NSC(N)=S
E_LUMO = 0.387 eV

Last column: Löwdin charge in e.
Positions of all 9 atoms, in Å:
C: -1.10 0.26 -0.01  -1.285
N: -0.15 1.21 0.03  0.011
N: 1.09 -1.47 0.03  -0.365
S: -2.70 0.59 -0.01  0.564
S: -0.60 -1.43 -0.02  0.843
H: -0.43 2.17 -0.02  0.093
H: 0.83 0.98 -0.10  0.075
H: 1.51 -1.14 0.89  0.033
H: 1.57 -1.17 -0.81  0.030